(1)
{"formula": "C40H51FNO8OsSSiTe", "method": "ωB97M-V with the def2-TZVPD basis set", "s2": 0.80, "de_lowest_ev": 3.674, "energy_ha": -3357.76357, "spin_multiplicity": 2, "charge": 0, "elements": ["Os", "C", "Te", "C", "C", "C", "C", "C", "C", "C", "H", "H", "H", "H", "H", "H", "H", "H", "O", "C", "O", "C", "C", "C", "C", "O", "C", "O", "C", "C", "H", "H", "H", "H", "H", "O", "N", "C", "C", "C", "C", "C", "H", "H", "H", "H", "H", "C", "C", "C", "C", "O", "Si", "S", "O", "C", "C", "C", "C", "O", "C", "C", "C", "C", "H", "H", "H", "H", "H", "H", "H", "H", "H", "H", "H", "H", "H", "H", "H", "H", "H", "H", "H", "H", "H", "H", "H", "H", "H", "H", "H", "F", "C", "C", "C", "C", "C", "C", "C", "H", "H", "H", "H", "H", "H"], "coordinates": [[-0.2478, 1.1176, -0.0328], [0.2074, 4.8202, 1.4966], [1.3099, 3.0179, 1.2090], [1.7979, 3.9467, -0.6496], [1.7914, 5.4210, -0.3312], [2.5367, 6.3389, -1.0589], [2.4992, 7.6862, -0.7284], [1.7177, 8.1191, 0.3333], [0.9715, 7.2049, 1.0637], [1.0005, 5.8560, 0.7348], [0.1026, 5.0564, 2.5524], [-0.7844, 4.6708, 1.0685], [1.0038, 3.6800, -1.3464], [2.7488, 3.5760, -1.0213], [3.1539, 5.9983, -1.8819], [3.0905, 8.3958, -1.2924], [1.6960, 9.1678, 0.5997], [0.3663, 7.5410, 1.8974], [-1.3190, 2.6703, -0.8288], [-2.1559, 2.6856, 0.1469], [-1.8478, 1.9253, 1.1039], [-3.3859, 3.4807, 0.0986], [-3.5816, 4.3827, -0.9390], [-4.7776, 5.0927, -1.0574], [-5.7375, 4.8370, -0.1092], [-6.9798, 5.3789, -0.0181], [-7.6207, 4.7353, 1.0919], [-6.6561, 3.8833, 1.7123], [-5.5378, 3.9407, 0.9286], [-4.3727, 3.2456, 1.0711], [-2.7977, 4.5153, -1.6723], [-4.9501, 5.7963, -1.8590], [-8.4560, 4.1368, 0.7265], [-7.9499, 5.4913, 1.8032], [-4.2092, 2.5371, 1.8708], [1.7775, 0.6281, -0.3917], [2.5942, -0.3391, 0.0815], [2.6633, -0.6145, 1.3873], [3.5480, -1.5652, 1.8429], [4.3250, -2.2639, 0.9350], [4.1860, -1.9956, -0.4144], [3.2984, -1.0246, -0.8222], [1.9900, -0.0623, 2.0245], [3.5821, -1.7753, 2.9018], [4.9961, -3.0423, 1.2712], [4.7260, -2.5525, -1.1645], [3.1000, -0.7633, -1.8488], [-0.3186, -5.3204, -2.5380], [-0.7290, -5.9763, -1.2223], [-1.9039, -5.2323, -0.5957], [-1.0907, -7.4378, -1.4506], [0.3591, -5.9801, -0.2937], [1.5397, -4.8455, -0.0171], [0.8908, -2.9258, 0.0866], [2.3072, -5.4405, 1.3442], [1.7718, -5.9277, 2.5735], [2.8858, -5.7727, 3.6019], [0.5479, -5.1236, 3.0033], [1.4135, -7.4025, 2.4101], [2.7428, -4.9874, -1.1690], [3.6223, -6.0759, -1.4622], [4.8566, -5.9530, -0.5701], [4.0058, -5.9142, -2.9261], [2.9538, -7.4309, -1.2471], [-1.1561, -5.3319, -3.2402], [0.5187, -5.8583, -2.9884], [-0.0149, -4.2860, -2.3670], [-2.7732, -5.2572, -1.2580], [-1.6230, -4.1956, -0.4047], [-2.1755, -5.7014, 0.3531], [-1.9808, -7.5224, -2.0780], [-1.2895, -7.9247, -0.4940], [-0.2691, -7.9649, -1.9394], [3.1450, -4.7173, 3.7186], [3.7757, -6.3133, 3.2735], [2.5784, -6.1629, 4.5748], [0.7700, -4.0553, 2.9872], [0.2434, -5.4190, 4.0108], [-0.2871, -5.2917, 2.3202], [2.3126, -7.9917, 2.2134], [0.7265, -7.5235, 1.5726], [0.9397, -7.7870, 3.3168], [5.4141, -5.0463, -0.8215], [5.5222, -6.8096, -0.7018], [4.5486, -5.9004, 0.4746], [4.4912, -4.9486, -3.0822], [3.1118, -5.9500, -3.5506], [4.6887, -6.7064, -3.2423], [2.6602, -7.5613, -0.2057], [3.6439, -8.2335, -1.5186], [2.0575, -7.5165, -1.8623], [-6.4539, 1.0492, -2.1791], [-5.2501, 0.6288, -1.7261], [-4.1753, 0.6288, -2.5914], [-2.9441, 0.2007, -2.1141], [-2.7791, -0.2057, -0.7906], [-1.4349, -0.5961, -0.2650], [-3.8973, -0.1992, 0.0425], [-5.1409, 0.2126, -0.4162], [-4.3075, 0.9551, -3.6143], [-2.0896, 0.1914, -2.7813], [-0.8372, -1.1643, -0.9837], [-1.4842, -1.1598, 0.6642], [-3.7857, -0.5152, 1.0735], [-6.0128, 0.2201, 0.2253]], "forces_ev_per_a": [[0.604, 0.409, 1.781], [0.002, 0.064, -0.046], [0.136, 0.154, 0.192], [0.023, 0.102, -0.017], [0.010, -0.052, -0.008], [-0.023, 0.008, -0.008], [-0.003, 0.013, 0.015], [0.009, -0.011, -0.014], [-0.041, -0.011, -0.023], [-0.005, -0.006, 0.015], [0.033, -0.007, 0.004], [-0.023, 0.061, 0.018], [0.037, -0.008, -0.045], [0.021, 0.044, 0.019], [-0.006, 0.002, 0.013], [-0.007, -0.003, 0.003], [0.003, -0.007, -0.001], [0.006, -0.002, -0.006], [-0.401, -0.243, -0.165], [-0.218, 0.397, -0.606], [-0.024, -0.683, -0.245], [0.113, 0.032, 0.073], [-0.046, 0.006, -0.050], [0.088, -0.032, -0.001], [-0.057, 0.081, -0.088], [-0.044, -0.015, 0.086], [0.134, -0.022, -0.051], [-0.051, 0.086, -0.012], [-0.027, -0.104, 0.089], [0.081, 0.009, 0.054], [-0.008, -0.005, 0.002], [-0.002, -0.015, 0.003], [-0.014, -0.019, -0.018], [-0.007, 0.014, 0.011], [-0.023, -0.020, -0.028], [0.249, -0.365, -0.102], [-0.305, 0.093, -0.523], [0.014, 0.000, 0.101], [-0.025, 0.042, -0.004], [0.049, -0.033, 0.048], [-0.013, 0.078, -0.060], [0.106, -0.159, -0.002], [0.005, 0.012, -0.006], [0.002, -0.014, -0.017], [-0.020, -0.001, -0.003], [-0.014, -0.039, 0.010], [-0.007, -0.011, 0.004], [-0.022, -0.011, -0.035], [0.053, 0.084, 0.056], [-0.013, 0.030, -0.002], [-0.012, -0.056, 0.000], [0.070, -0.026, -0.058], [0.361, -0.223, 0.096], [-0.287, -0.018, -0.043], [-0.061, 0.025, -0.096], [-0.019, 0.058, -0.068], [0.025, 0.048, 0.046], [-0.035, 0.003, -0.010], [-0.023, -0.031, 0.005], [-0.127, 0.044, 0.044], [-0.095, 0.095, 0.150], [0.030, -0.010, 0.029], [0.024, -0.022, -0.066], [-0.024, -0.027, 0.010], [0.014, -0.002, 0.012], [-0.007, 0.010, 0.019], [-0.019, -0.009, -0.011], [0.015, 0.007, 0.011], [-0.015, -0.018, 0.008], [0.004, 0.002, -0.019], [0.019, 0.003, -0.001], [-0.014, 0.011, -0.012], [-0.005, 0.005, 0.019], [-0.013, -0.017, -0.011], [-0.010, 0.008, -0.003], [0.004, -0.007, -0.021], [0.021, -0.024, 0.031], [-0.015, 0.008, -0.027], [0.024, -0.008, -0.002], [-0.013, 0.015, -0.006], [-0.007, 0.011, 0.023], [0.029, 0.001, -0.001], [-0.010, 0.008, 0.009], [0.008, 0.028, -0.027], [-0.010, -0.029, -0.022], [-0.006, -0.003, -0.002], [0.007, -0.015, 0.002], [0.001, 0.024, 0.005], [0.011, 0.016, -0.020], [-0.001, 0.019, -0.012], [0.021, 0.003, 0.000], [-0.037, 0.023, -0.013], [-0.045, 0.010, 0.009], [0.115, -0.029, 0.025], [-0.099, 0.073, -0.102], [0.163, -0.372, 0.245], [-0.172, 0.711, -0.610], [-0.075, 0.042, 0.031], [0.039, 0.016, 0.027], [-0.005, -0.013, 0.005], [-0.002, 0.006, 0.002], [-0.148, -0.207, -0.020], [0.078, -0.069, 0.042], [-0.016, -0.018, -0.026], [0.012, -0.002, -0.010]], "mulliken_charge": [0.66, -0.53, 0.06, -0.89, 0.72, -0.77, -0.55, -0.54, -0.78, 0.42, 0.62, -0.01, 0.30, 0.64, 0.44, 0.40, 0.40, 0.44, -0.65, 1.91, -0.82, -0.29, -0.65, -1.18, 1.10, -0.50, -0.28, -0.52, 0.73, -1.08, 0.59, 0.44, 0.29, 0.26, 0.54, -0.67, 0.41, -0.22, -0.73, 0.01, -0.41, -0.27, 0.42, 0.42, 0.30, 0.33, 0.40, -1.26, 1.70, -1.48, -1.74, 0.58, -2.04, 0.01, 0.46, 1.81, -1.76, -1.34, -1.54, 0.16, 1.78, -1.34, -1.73, -1.32, 0.56, 0.14, 0.13, 0.50, 0.15, 0.27, 0.42, 0.30, 0.35, 0.27, 0.34, 0.41, 0.20, 0.54, 0.14, 0.33, 0.08, 0.49, 0.27, 0.46, 0.02, 0.30, 0.33, 0.39, 0.08, 0.62, 0.13, -0.39, 0.51, -0.80, -0.06, 0.23, -1.63, -0.23, -0.66, 0.45, 0.43, 0.48, 0.67, 0.46, 0.45]}

(2)
{"formula": "C40H51IN5O3SbSn", "method": "ωB97M-V with the def2-TZVPD basis set", "de_lowest_ev": 2.003, "energy_ha": -2805.85356, "spin_multiplicity": 1, "charge": 2, "elements": ["Sn", "C", "C", "N", "C", "C", "C", "O", "C", "C", "N", "C", "C", "C", "C", "C", "C", "I", "C", "O", "H", "H", "H", "H", "H", "H", "H", "H", "H", "H", "H", "H", "C", "C", "N", "N", "C", "O", "C", "C", "C", "C", "C", "C", "C", "C", "C", "C", "C", "N", "H", "H", "H", "H", "H", "H", "H", "H", "H", "H", "H", "H", "C", "C", "C", "C", "Sb", "C", "C", "C", "C", "C", "C", "C", "C", "H", "H", "H", "H", "H", "H", "H", "H", "H", "H", "H", "H", "H", "H", "H", "H", "H", "H", "H", "H", "H", "H", "H", "H", "H", "H", "H"], "coordinates": [[1.5121, 0.6035, 1.7210], [4.3647, 4.5124, 1.3094], [4.5360, 3.6968, 2.5412], [5.3176, 4.1581, 3.5085], [5.4823, 3.5225, 4.6686], [4.8003, 2.3512, 4.9472], [5.1270, 1.8789, 6.3048], [4.7801, 0.4948, 6.4894], [3.8461, 1.8769, 4.0427], [2.9599, 0.8850, 4.4940], [2.2058, 0.0883, 3.6883], [1.8103, -1.2181, 4.0388], [0.8322, -1.3919, 5.0727], [0.4199, -2.6908, 5.3342], [0.8971, -3.7801, 4.6102], [1.8749, -3.6095, 3.6001], [2.2727, -2.2902, 3.2744], [3.7351, -2.0192, 1.7470], [3.6884, 2.5297, 2.7258], [2.7330, 2.3326, 1.8478], [4.9489, 3.9903, 0.5422], [4.7117, 5.5413, 1.4915], [3.2613, 4.5819, 1.0388], [6.2122, 3.9346, 5.3965], [4.6539, 2.5134, 7.0906], [6.1801, 2.0999, 6.4797], [5.1045, 0.1778, 7.3512], [2.8212, 0.7425, 5.5816], [0.5294, -0.4814, 5.5550], [-0.1972, -2.8562, 6.2128], [0.5510, -4.7950, 4.7919], [2.1460, -4.4689, 2.9637], [-2.8271, -0.6742, 2.6571], [-1.8443, 0.2681, 1.9908], [-1.2488, 0.0220, 0.8139], [-1.4820, -1.1600, 0.3425], [-1.2024, -1.5888, -0.8624], [-0.9143, -0.8337, -1.8713], [-1.1350, -3.1540, -0.9668], [-0.0885, -3.7164, -1.7187], [0.2879, -5.0660, -1.4933], [-0.4109, -5.8794, -0.6461], [-1.6295, -5.3632, -0.0909], [-1.9681, -4.0203, -0.2407], [-1.4175, 1.4317, 2.6873], [-2.0805, 1.8970, 3.8083], [-1.6483, 2.9532, 4.5627], [-0.4411, 3.6472, 4.1698], [0.1504, 3.1791, 3.0441], [-0.2981, 2.1263, 2.3331], [-3.8364, -0.3763, 2.4474], [-2.6964, -0.6651, 3.7707], [-2.7000, -1.6935, 2.2251], [0.5446, -3.1148, -2.3573], [1.1798, -5.4028, -1.9773], [-0.1078, -6.9326, -0.3699], [-2.3756, -6.0410, 0.3835], [-2.8909, -3.7312, 0.2978], [-2.8899, 1.3074, 4.1794], [-2.2599, 3.2022, 5.3883], [0.0908, 4.4014, 4.7604], [1.0401, 3.6996, 2.6156], [-1.4020, 2.7132, -2.2017], [-2.5462, 2.0240, -2.9018], [-3.1257, 2.7716, -4.0422], [-3.6142, 1.5087, -1.9608], [-1.6021, 0.0533, -3.7353], [-3.1840, -2.1488, -5.3287], [-2.3374, -3.2744, -4.8499], [-2.9640, -1.4622, -6.6509], [-4.3901, -1.7885, -4.5390], [0.3899, 0.3393, -4.5520], [0.8649, -0.9517, -5.2812], [1.4167, 0.6464, -3.4316], [0.3769, 1.6094, -5.3953], [-1.8515, 3.3802, -1.4875], [-0.8172, 3.3027, -2.8693], [-0.7223, 2.1154, -1.6405], [-3.4897, 3.8008, -3.7396], [-3.9674, 2.2233, -4.5718], [-2.3894, 2.9709, -4.8852], [-4.1177, 2.4425, -1.6434], [-3.2344, 0.9966, -1.0851], [-4.3949, 0.8642, -2.4360], [-1.2476, -3.1315, -4.6733], [-2.3394, -4.1167, -5.5568], [-2.8371, -3.6930, -3.9508], [-2.5168, -0.4611, -6.6138], [-3.9275, -1.2930, -7.1523], [-2.2502, -2.0782, -7.2840], [-4.1949, -1.4614, -3.4614], [-5.0126, -2.7002, -4.4710], [-4.9831, -1.0095, -5.1125], [1.3452, -1.6030, -4.5467], [1.6785, -0.5420, -5.8679], [0.1273, -1.5170, -5.9740], [1.3530, -0.0402, -2.5991], [1.3010, 1.6578, -3.0612], [2.3737, 0.5598, -3.9063], [-0.3573, 1.5037, -6.2046], [1.4069, 1.6124, -5.8850], [0.1637, 2.5433, -4.7951]], "forces_ev_per_a": [[0.026, 0.484, -1.411], [-0.981, 0.330, -0.153], [-0.787, -0.382, 1.269], [-0.009, 0.239, -0.674], [0.115, -0.604, -0.631], [0.696, 1.902, 0.369], [-0.404, -0.819, 1.759], [0.482, 0.327, 0.412], [-0.985, 0.777, -1.929], [-2.310, -2.398, -0.608], [2.309, 2.123, 0.894], [-1.612, 0.015, 1.147], [1.791, -0.906, -1.907], [-0.024, 0.293, 0.925], [1.127, 0.037, -0.958], [-1.370, 0.641, -0.198], [0.306, -0.992, 0.437], [-0.327, -0.146, 0.551], [0.946, 0.883, 1.656], [0.339, -0.957, 0.571], [-0.338, 0.532, -0.366], [0.181, -0.569, -0.205], [1.458, -0.308, 0.048], [-0.571, -0.185, -0.677], [-0.291, -0.386, -0.533], [0.249, -0.567, -0.132], [-0.099, 0.297, -0.501], [0.632, -0.315, -0.637], [-0.386, -0.064, 0.485], [-0.289, -0.098, -0.334], [-0.007, 0.287, 0.207], [0.149, 0.617, 0.564], [0.975, -0.472, 0.254], [0.515, -1.863, -2.452], [-0.717, 2.394, 2.423], [-0.321, -3.584, -1.271], [-0.917, -0.963, 1.280], [0.175, 1.078, -1.864], [0.336, 1.362, -0.666], [-0.245, -0.575, 1.077], [0.046, 1.188, -0.424], [-1.682, -0.864, 1.259], [0.268, -0.626, -0.636], [-0.318, -0.482, 0.778], [1.624, 2.647, 0.799], [-0.423, -0.574, 0.440], [2.035, 0.968, -1.065], [-1.710, -0.692, 1.557], [0.751, 0.176, -1.414], [0.233, -0.859, -0.324], [-0.663, 0.220, -0.098], [-0.051, -0.245, -1.059], [0.061, 0.742, 0.478], [-0.043, 0.198, 0.071], [0.375, -0.305, -0.216], [-0.276, 1.397, -0.659], [0.956, 0.587, -0.116], [0.765, 0.393, -0.562], [-0.687, 0.096, 0.055], [-0.107, 0.511, 0.955], [-0.741, -0.088, -0.231], [-0.680, -0.740, 0.506], [-0.791, 0.521, 0.134], [1.383, -2.507, -0.069], [-0.436, 0.987, -2.554], [-0.895, 0.489, -0.163], [-0.077, -0.391, 1.247], [1.415, 1.594, 0.669], [-0.625, -0.905, 0.708], [0.823, -1.368, -0.789], [-1.002, 0.774, -0.086], [0.054, 0.229, 1.541], [-0.867, 0.459, -0.449], [-0.910, -0.384, -0.189], [0.413, -0.224, -0.917], [-0.140, 0.678, 0.483], [0.386, 0.520, -0.660], [0.279, -0.939, 0.463], [0.198, -1.132, -0.125], [0.698, 0.633, 0.904], [-0.564, -0.134, 1.090], [-0.126, -0.498, 0.255], [0.232, -0.044, 0.178], [0.642, 0.543, 0.158], [-0.823, 0.441, -0.152], [-0.228, 0.263, -0.424], [0.740, 0.315, -0.235], [-0.156, -0.271, 0.421], [0.149, -0.309, 0.018], [-1.029, 0.708, 0.575], [-0.194, -0.683, -1.647], [0.069, 0.133, -0.028], [0.622, -0.802, 1.018], [-0.416, -0.288, -0.153], [0.290, -0.417, -0.636], [1.144, 1.048, 1.217], [0.088, -0.252, 0.202], [-0.011, 0.155, 0.094], [0.830, 0.025, -0.076], [0.115, 0.394, -0.092], [-1.242, 0.609, 0.524], [0.412, -1.083, -0.772]], "mulliken_charge": [0.99, -1.14, 0.41, -0.54, -0.92, 0.72, -0.87, -0.53, 0.13, -0.23, 0.05, 0.35, -0.26, -0.83, -0.64, -0.37, -0.25, 0.05, 0.67, -0.77, 0.28, 0.37, 0.21, 0.32, 0.36, 0.48, 0.31, 0.49, 0.54, 0.44, 0.43, 0.39, -1.48, 0.52, 0.10, -0.12, -0.93, -0.61, 1.12, -0.18, -0.87, -0.58, -0.50, -0.44, 0.84, -0.83, -0.58, -0.82, -0.11, -0.08, 0.33, 0.46, 0.24, 0.38, 0.47, 0.37, 0.40, 0.36, 0.45, 0.49, 0.46, 0.42, -1.87, 1.53, -1.48, -1.52, 1.14, 1.02, -1.09, -1.08, -0.97, 1.37, -1.45, -1.86, -1.55, 0.60, 0.35, 0.33, 0.42, 0.29, 0.32, 0.56, 0.16, 0.25, 0.22, 0.53, 0.35, 0.24, 0.49, 0.36, 0.18, 0.51, 0.35, 0.37, 0.52, 0.13, 0.32, 0.39, 0.54, 0.36, 0.46, 0.30]}